Formula: C25H27N2
Source: OMol25
Level of theory: the ωB97M-V functional and the def2-TZVPD basis

ΔE to the lowest compared entry with this formula, charge and spin, kcal per mole: 3.79

```
! RIJCOSX wB97M-V def2-TZVPD def2/J DEFGRID3
* xyz 1 1
C -1.56 3.25 -2.91
C -0.38 2.99 -2.19
C -0.46 2.54 -0.86
C -1.72 2.40 -0.24
C -1.90 2.36 1.27
C -0.92 1.44 2.02
C -0.49 1.98 3.40
C -0.69 0.84 4.42
C -1.36 -0.30 3.64
N -1.47 0.10 2.25
C -2.86 2.40 -1.05
C -2.79 2.85 -2.38
H -1.51 3.71 -3.90
H 0.59 3.19 -2.64
H 0.46 2.35 -0.29
H -1.77 3.39 1.65
H -2.95 2.10 1.50
H -0.02 1.34 1.38
H 0.57 2.26 3.35
H -1.05 2.88 3.68
H 0.28 0.54 4.81
H -1.33 1.15 5.24
H -0.84 -1.27 3.75
H -2.37 -0.44 4.01
H -1.03 -0.57 1.63
H -3.81 2.11 -0.61
H -3.71 2.95 -2.96
C -1.78 -6.21 1.27
N -2.04 -4.77 1.28
C -2.65 -4.28 2.42
C -2.90 -5.11 3.53
C -3.44 -4.60 4.70
C -3.77 -3.24 4.79
C -3.72 -2.44 3.65
C -3.06 -2.90 2.47
C -2.69 -2.05 1.42
C -2.00 -2.55 0.29
C -1.68 -3.95 0.22
C -1.05 -4.46 -0.93
C -0.73 -3.62 -2.00
C -0.95 -2.24 -1.90
C -1.59 -1.72 -0.78
H -1.25 -6.52 0.38
H -1.16 -6.48 2.13
H -2.72 -6.78 1.34
H -2.65 -6.17 3.48
H -3.57 -5.28 5.55
H -4.10 -2.83 5.75
H -4.20 -1.46 3.65
H -3.04 -1.01 1.42
H -0.80 -5.52 -1.03
H -0.28 -4.04 -2.90
H -0.65 -1.59 -2.72
H -1.81 -0.65 -0.73
*
```